{
  "formula": "C56H128Cu2N8O8",
  "method": "wB97M-V/def2-TZVPD",
  "s2": 2.016,
  "spin_multiplicity": 3,
  "homo_lumo_gap_ev": [8.0658, 7.9027],
  "homo_ev": [-7.47, -7.91],
  "total_energy_ev": -177725.7792,
  "symbols": ["H", "H", "H", "C", "H", "H", "O", "H", "H", "H", "H", "Cu", "H", "H", "C", "H", "C", "H", "C", "H", "H", "C", "N", "H", "H", "H", "C", "H", "H", "H", "C", "H", "C", "C", "H", "H", "H", "H", "H", "H", "C", "O", "H", "H", "H", "H", "H", "C", "H", "H", "H", "C", "H", "H", "H", "H", "H", "C", "H", "H", "H", "C", "H", "C", "O", "C", "C", "C", "O", "H", "C", "C", "C", "H", "H", "C", "H", "C", "H", "H", "H", "C", "N", "Cu", "H", "H", "H", "H", "C", "H", "H", "H", "H", "C", "H", "H", "C", "H", "O", "H", "H", "H", "H", "C", "H", "H", "H", "H", "N", "C", "H", "C", "H", "C", "C", "O", "H", "C", "C", "C", "H", "H", "N", "H", "C", "H", "O", "C", "C", "H", "C", "H", "H", "C", "C", "N", "H", "C", "C", "H", "H", "H", "C", "H", "H", "H", "H", "H", "H", "H", "H", "H", "H", "H", "H", "H", "H", "C", "H", "H", "H", "H", "C", "H", "H", "H", "H", "C", "N", "H", "C", "C", "N", "H", "C", "O", "H", "H", "H", "H", "H", "C", "H", "H", "H", "C", "H", "H", "H", "H", "C", "C", "H", "N", "H", "H", "H", "H", "H", "H", "C", "C"],
  "xyz": [[-0.579, 0.308, -4.447], [3.041, -3.021, 5.023], [-0.170, -5.677, -1.558], [-2.577, -2.326, 3.169], [-5.084, -5.242, 0.357], [2.147, 1.595, 2.318], [1.719, -1.010, 0.703], [4.063, -1.524, -4.812], [-0.226, 5.179, -0.173], [-4.599, -0.272, 3.931], [-5.441, -3.765, -1.785], [-2.199, -2.222, 0.061], [-4.731, -2.249, 3.925], [-4.591, -1.555, -4.102], [2.662, -4.888, -4.069], [-3.119, 1.916, 1.145], [0.162, -4.289, -0.315], [5.881, 3.853, -2.885], [-2.193, 0.503, -5.881], [5.133, -1.670, -3.439], [-0.745, -3.058, 2.230], [-6.624, 2.677, 0.965], [3.811, -3.326, -1.845], [-6.870, 4.304, 2.386], [-4.476, 3.392, 4.180], [-5.429, -0.336, -3.268], [-6.224, 3.384, 2.244], [-0.756, 0.404, 1.103], [4.738, -3.183, -4.538], [-1.133, -2.420, -2.900], [2.785, 4.746, 2.409], [4.407, -6.442, -0.493], [4.416, 3.760, -4.713], [-3.307, 1.982, -3.671], [1.733, -3.042, -4.650], [2.655, -1.256, 2.626], [-3.272, -0.683, -2.056], [3.370, 2.245, 3.444], [1.741, -2.744, 2.927], [2.045, 3.763, -1.614], [3.240, -2.564, -3.096], [-0.259, -1.306, -0.349], [-4.963, 2.997, -2.620], [5.466, 3.514, -4.494], [1.950, -1.521, -1.689], [4.052, -0.602, 0.985], [-4.464, 1.622, -1.831], [4.297, -4.847, -1.959], [3.333, -5.088, -0.120], [-0.372, 0.948, -2.224], [-3.767, -3.439, 4.516], [-3.070, 0.058, 2.360], [0.082, 3.256, -3.284], [-7.574, 2.168, 1.182], [4.502, -4.134, 3.674], [-5.905, 1.957, 0.690], [2.572, 1.308, -1.496], [2.722, -2.238, 3.057], [-0.940, 1.911, -4.982], [-1.821, 1.614, -1.435], [4.144, 3.421, -5.712], [-3.233, 5.292, 0.931], [-2.543, 1.274, 4.097], [3.083, -2.081, 4.509], [0.203, 0.358, 1.061], [0.554, -0.785, 0.394], [0.631, 4.049, 1.464], [-5.265, 5.366, 4.138], [-1.084, -4.139, -0.298], [3.445, -4.755, -4.834], [2.710, -5.167, 2.936], [3.928, -4.323, 2.726], [-1.650, -3.462, 2.728], [2.261, -1.537, 5.025], [-1.388, -2.376, 4.948], [-0.671, 3.083, -2.523], [-1.817, -3.105, -4.447], [-4.250, -4.910, -0.255], [5.992, -5.584, -3.135], [-5.048, 5.325, 5.211], [5.464, -2.585, 2.967], [2.601, -1.286, -2.528], [-4.818, 3.802, 2.174], [2.817, -2.948, 0.051], [1.985, -4.648, 3.584], [-4.638, -0.981, -1.017], [4.601, -0.208, 2.604], [-6.303, 5.177, 3.971], [5.358, 3.440, -2.007], [-2.121, -4.126, 1.989], [1.372, -3.592, -2.949], [6.382, -5.165, -1.461], [-3.466, 3.036, -1.746], [0.446, 5.335, 0.644], [-4.872, 1.043, 2.815], [-1.332, -4.083, 3.585], [3.559, 3.200, -3.574], [-5.151, -0.615, 2.255], [-3.647, -1.846, 1.185], [3.355, -0.516, -2.325], [-1.455, 3.811, -2.673], [-2.676, 4.378, 0.701], [4.237, 6.029, 3.405], [2.943, 1.973, -0.723], [-2.697, 5.820, 1.746], [2.352, -5.770, -2.192], [-5.899, -2.030, -3.052], [2.706, 5.586, 1.691], [-2.749, -1.388, 2.046], [2.958, 3.427, -1.186], [-1.406, 1.370, 2.779], [-1.141, -0.420, 3.952], [1.080, 3.259, 0.810], [-1.955, -1.641, 4.368], [-4.654, 4.872, 1.152], [4.559, -2.634, -0.966], [3.959, 1.673, -0.464], [-3.912, -2.931, 3.551], [-5.052, -1.361, -3.110], [-2.061, -2.574, -3.492], [-5.235, 5.768, 1.287], [-5.257, -2.989, -0.247], [3.644, -2.994, 2.133], [-2.756, -0.436, -5.845], [-1.257, 1.657, -2.363], [1.390, 5.656, 0.212], [0.618, -5.221, -1.182], [-3.069, -3.435, -2.754], [4.405, -2.220, -4.037], [1.796, 3.577, 4.616], [-2.004, 0.637, 3.334], [-3.384, -4.739, 0.360], [-0.339, 3.652, 1.810], [1.419, 3.164, 3.679], [-4.724, -3.590, -0.966], [1.448, 4.262, 2.715], [4.356, 4.837, -4.698], [5.801, -4.879, -2.343], [5.000, -2.281, 2.037], [2.121, 1.095, 4.028], [-3.394, 4.519, 3.510], [5.125, 3.991, 0.056], [2.287, 1.929, 3.320], [-4.050, 1.399, -4.206], [-0.585, 0.066, 4.789], [-2.347, 0.620, 0.343], [-5.050, 4.396, 0.232], [-3.867, -3.843, -3.415], [5.553, 2.346, -1.959], [1.837, -5.499, -4.410], [2.529, 3.448, -3.771], [3.657, -6.578, -3.146], [-3.064, 2.867, -4.277], [6.103, -3.867, -2.621], [0.401, 2.850, 3.864], [-5.026, 6.356, 3.697], [-2.814, -1.366, 4.988], [-4.487, 0.012, 2.886], [5.087, -4.958, 0.053], [-2.489, -4.261, -2.409], [-0.481, -0.776, 3.184], [-3.925, -5.716, -0.959], [-1.381, 0.983, -4.707], [2.195, -5.380, 2.030], [5.637, -2.793, 1.328], [6.848, 3.812, -0.502], [-6.791, 3.214, 0.025], [2.119, -3.501, -3.736], [3.964, 3.761, -2.297], [5.700, -0.283, 1.246], [3.486, 5.281, 3.658], [3.235, -5.603, -2.819], [-3.639, -2.800, -1.550], [-4.071, 0.632, 0.411], [-4.077, 2.415, -2.431], [1.011, -3.737, 0.457], [-1.508, 0.354, -6.703], [-0.139, 3.354, -1.621], [5.832, 5.245, -0.929], [-6.391, 2.755, 3.119], [4.028, 4.516, 4.216], [5.835, 4.148, -0.771], [3.153, 4.081, -0.354], [4.559, -4.813, 1.989], [-3.094, 5.877, 0.036], [-4.122, -1.388, -1.867], [4.043, -1.638, 4.673], [1.884, -0.883, -3.286], [-2.493, -1.591, -3.728], [-4.339, -3.588, 2.815], [4.287, -5.367, -0.542], [-3.145, 0.836, 0.996], [2.903, -6.148, 3.411], [-2.118, 1.143, -3.447], [2.694, 5.706, 4.265], [0.134, 6.169, 1.254], [-2.964, 1.239, -6.152], [3.389, 3.982, 1.900], [3.697, 2.088, -3.574], [2.277, 1.754, 0.088], [4.856, -0.792, 1.717], [-4.444, 4.246, 3.512]],
  "forces_ev_per_angstrom": [[0.4, -0.4, -0.3], [0.4, -0.8, 0.3], [0.6, 0.6, 0.4], [0.1, -0.8, 0.0], [0.0, -0.3, 0.0], [-0.3, -0.4, -0.7], [1.7, -1.8, -1.3], [-0.1, -0.2, 0.0], [-0.6, -0.1, -0.5], [0.2, -0.1, 0.0], [0.0, -0.5, 0.3], [0.6, -0.4, -0.5], [1.0, -0.2, -1.0], [0.2, -0.2, 0.8], [1.0, 0.6, 0.7], [-0.1, 0.0, 0.4], [-0.3, 0.7, 1.7], [0.3, -0.4, 0.8], [-0.8, -0.1, -0.6], [0.5, -0.5, -0.2], [-0.3, -0.2, 0.4], [-1.7, -0.3, 0.1], [-0.7, -1.5, -0.3], [0.3, -1.0, -0.2], [-0.2, -0.4, 0.0], [-0.1, -0.3, 0.4], [-0.2, 1.7, -1.2], [-0.2, 0.2, -0.3], [0.2, 1.4, 0.7], [-0.5, -0.1, -0.3], [0.2, 0.4, -0.2], [-0.1, -0.4, -0.3], [0.5, -0.1, 0.5], [-0.5, -0.1, 0.4], [-0.1, 0.2, 0.3], [-0.4, 0.2, -0.2], [-0.4, -0.8, 0.1], [-1.0, -0.5, -0.2], [0.5, 0.6, 0.2], [-1.1, 0.0, -0.2], [-0.1, -0.6, 0.8], [-1.8, -1.4, -1.5], [-0.2, 0.4, -0.7], [-0.4, -0.1, -0.7], [0.3, 0.1, 0.3], [0.1, -0.4, 0.4], [0.1, -1.1, 0.4], [-0.2, 1.5, -0.2], [-0.4, -0.4, 0.6], [-1.2, 0.6, -0.2], [0.3, -0.7, -0.4], [-0.2, -0.5, -1.0], [-0.1, -0.5, -0.5], [0.2, -0.1, -0.3], [-0.4, -0.6, -0.7], [0.9, -1.1, 0.0], [0.2, -0.1, -0.4], [-0.4, -0.2, -1.2], [0.6, 1.1, -0.4], [0.0, 0.0, 0.0], [-0.1, -0.2, 0.1], [1.4, -0.8, 0.1], [0.4, -0.8, -0.6], [-1.2, -0.5, 0.5], [-1.3, 1.1, 0.5], [1.3, 1.9, 1.9], [0.5, -0.4, 0.8], [0.9, 0.4, -0.1], [0.3, 0.3, -0.1], [-0.4, -0.4, 0.0], [-0.7, -0.3, 1.4], [0.7, 0.5, -0.2], [0.5, -0.2, -0.6], [0.7, 0.2, -0.5], [0.1, 0.2, -0.1], [-0.1, -0.3, 0.2], [0.0, 0.5, 0.7], [-0.3, 0.4, -1.5], [0.2, -0.2, -0.4], [-0.2, 0.5, -0.2], [0.5, 1.0, 0.7], [-0.5, -0.1, -1.3], [-0.4, 0.9, 0.5], [0.4, 0.4, 0.0], [0.2, -0.3, -0.1], [-0.3, -0.2, 0.5], [0.0, 0.0, 0.0], [-0.7, 0.1, 0.3], [-0.3, 0.3, -0.7], [0.1, 0.2, 0.3], [-0.4, 0.1, -0.2], [0.0, 0.0, -0.4], [-0.2, -0.2, -0.3], [0.9, -0.4, 0.7], [0.0, -0.2, 0.1], [-0.2, 0.3, -0.3], [0.9, -0.7, -0.4], [0.6, 0.3, 0.4], [-0.7, -0.8, -1.1], [-0.3, -0.3, 0.3], [-0.3, 0.3, 0.0], [0.3, 0.0, 0.3], [-0.1, 0.2, 0.0], [0.2, 0.2, -0.8], [-0.6, -0.3, -0.2], [0.6, -0.2, 0.1], [-0.3, -0.1, 0.3], [-0.1, -0.5, 0.4], [0.9, 1.0, 0.0], [1.7, -0.1, -1.1], [0.1, -0.2, 0.1], [0.1, -0.1, 1.0], [-0.3, 0.5, 0.4], [-0.6, 0.8, 0.7], [-0.2, -1.2, -0.5], [-0.7, 0.1, -0.4], [0.0, -0.2, 0.2], [-1.3, 0.3, 2.2], [0.3, 1.0, -0.6], [0.0, 0.2, -0.6], [-0.9, 0.4, 0.6], [0.1, 0.3, 0.4], [0.6, 0.6, 0.5], [0.3, -0.1, 0.8], [1.5, -0.6, -0.5], [0.1, -0.1, -0.2], [-0.2, -0.8, -0.5], [0.0, -0.1, 0.2], [-0.8, -1.0, -0.4], [-0.1, -0.1, 0.1], [-1.6, 1.3, -0.3], [0.2, 0.3, 0.3], [0.2, 0.2, -0.2], [0.8, -0.4, -0.4], [0.3, -1.0, -0.3], [-0.9, 0.2, -1.2], [-0.1, 0.5, 0.0], [-0.6, 0.6, -0.2], [-1.0, -0.5, 0.1], [0.0, 0.4, -0.4], [0.3, 0.2, -0.1], [0.6, -0.2, 0.0], [1.3, 1.0, 1.3], [0.2, -0.2, -0.6], [-0.1, -0.7, -0.6], [1.1, -0.6, -0.8], [0.4, 0.5, 0.3], [0.3, 0.5, 0.2], [-0.1, 0.3, 0.0], [0.0, -0.2, -0.5], [-0.5, -0.1, 0.1], [-0.2, 0.4, 0.4], [0.0, 0.1, 0.0], [0.2, -0.3, -0.2], [-0.4, 0.1, -0.1], [-0.1, -0.5, 0.5], [0.3, 0.4, 0.4], [-1.3, 1.4, 0.3], [0.1, 0.4, 0.1], [0.1, -0.9, 0.4], [0.9, 0.0, -0.2], [-0.6, 0.6, 0.4], [-0.7, -0.9, 1.3], [-0.3, 0.0, -0.9], [-0.3, -0.1, -0.7], [-0.4, 0.2, 0.1], [0.0, 0.7, 0.6], [1.7, 0.4, 1.0], [-1.0, -0.3, 1.2], [0.4, -0.6, 0.3], [0.1, -0.3, -0.3], [0.4, 0.2, -0.4], [0.6, 2.0, 0.2], [0.6, -0.1, 0.7], [1.1, 1.0, 1.0], [-0.8, -0.9, -1.3], [0.1, 0.3, -0.5], [-0.1, 0.0, 0.5], [0.2, -0.6, 0.0], [0.2, -0.1, -0.1], [-0.3, -0.1, 0.1], [0.0, 0.6, 0.5], [0.2, 0.3, 0.3], [0.4, -0.2, 0.3], [-0.3, 0.5, -0.3], [0.3, -0.6, -1.6], [0.5, 0.5, 0.2], [0.6, -0.2, 0.2], [0.5, -0.3, -0.1], [0.0, -0.3, -0.2], [-0.7, 0.0, 0.1], [-1.2, 0.0, 0.8], [0.3, 0.5, -0.1], [-0.5, 0.5, 0.3], [0.2, 0.3, 0.3], [-0.4, 0.1, 0.3], [0.5, 0.0, -0.2], [0.1, -0.1, 0.0], [-0.4, 0.4, 0.0], [-0.2, 0.2, 0.7], [-0.4, 0.4, -0.1], [0.7, 0.1, 0.0]],
  "lowdin_spin": [0.000, 0.000, 0.000, 0.014, 0.000, 0.000, 0.000, 0.001, 0.000, 0.000, 0.001, 0.417, 0.000, 0.000, 0.000, 0.000, 0.001, 0.000, 0.000, 0.001, -0.001, 0.000, 0.265, 0.000, 0.000, 0.000, 0.000, 0.000, 0.000, 0.000, 0.000, -0.001, 0.000, 0.000, 0.000, 0.000, 0.000, 0.000, 0.000, 0.000, 0.011, -0.002, 0.000, 0.000, -0.002, 0.000, 0.000, 0.010, -0.002, 0.000, 0.000, 0.018, 0.000, 0.000, 0.001, 0.000, 0.000, 0.000, 0.000, 0.000, 0.000, 0.000, 0.000, 0.000, 0.000, -0.001, 0.000, 0.000, 0.002, 0.000, 0.000, 0.001, 0.002, 0.000, 0.000, 0.000, 0.000, 0.000, 0.000, 0.000, 0.000, -0.002, 0.000, 0.376, 0.000, 0.000, 0.000, 0.000, 0.000, 0.000, 0.000, 0.001, 0.000, 0.000, 0.001, 0.000, 0.000, 0.002, 0.260, 0.000, 0.000, 0.000, 0.000, 0.000, 0.000, 0.000, 0.000, 0.000, 0.225, 0.000, 0.000, 0.002, 0.000, 0.000, 0.000, 0.294, 0.000, 0.007, 0.000, 0.000, 0.000, 0.000, 0.018, 0.000, 0.000, 0.000, -0.001, 0.003, 0.010, 0.000, -0.001, 0.000, 0.000, 0.000, 0.000, 0.000, 0.000, 0.009, -0.002, 0.000, 0.000, 0.000, 0.000, 0.000, 0.000, -0.001, 0.000, 0.001, 0.000, 0.000, 0.000, 0.000, 0.000, 0.001, 0.000, 0.000, 0.000, 0.014, 0.000, 0.000, 0.001, 0.000, 0.000, 0.000, -0.001, 0.000, 0.000, 0.000, 0.000, 0.000, 0.000, -0.001, 0.038, 0.000, 0.000, 0.013, 0.000, 0.000, 0.000, 0.000, 0.000, 0.000, 0.000, 0.000, 0.000, -0.001, 0.000, 0.000, 0.000, 0.001, -0.002, 0.000, 0.000, 0.000, 0.000, 0.000, 0.000, 0.000, 0.000, 0.000, -0.001, 0.000]
}